Entry 1:
The following is a DFT calculation (ωB97M-V/def2-TZVPD) of a gas-phase ion, C24H32N3O3S2 (charge +1) in a non-equilibrium geometry.

Calculated values
**Energy relative to the best compared isomer or geometry (same formula, charge and spin)**: 0.000 eV
**E**: -57686.27991 eV
**HOMO level**: -10.841 eV
**Net charge**: +1

Each line ends with the Mulliken charge.
CARTESIAN COORDINATES (ANGSTROEM)
C 3.292 4.806 -1.263  -1.127
C 3.098 4.342 0.171  -0.570
H 2.343 4.970 0.648  0.461
N 2.649 2.924 0.245  0.756
H 2.285 2.666 -0.714  0.065
C 3.732 1.972 0.596  -0.276
C 4.853 1.950 -0.428  -1.307
H 5.405 2.885 -0.464  0.348
H 5.549 1.161 -0.159  0.447
H 4.459 1.711 -1.412  0.319
H 3.284 0.977 0.628  0.130
H 4.110 2.231 1.588  0.508
C 1.471 2.749 1.132  -0.909
H 1.399 1.691 1.396  0.672
H 1.615 3.330 2.044  0.479
C 0.170 3.145 0.421  -1.691
N -0.412 2.025 -0.316  0.287
C 0.205 1.691 -1.494  0.059
O 1.171 2.351 -1.868  -0.653
C -0.324 0.580 -2.358  0.129
C 0.859 -0.242 -2.834  -1.011
H 1.576 0.356 -3.392  0.515
H 0.561 -1.109 -3.415  0.625
S 1.760 -0.863 -1.360  1.686
O 1.409 0.000 -0.239  -0.641
O 3.162 -0.919 -1.667  -0.810
C 1.111 -2.497 -1.051  -0.079
C -0.011 -2.635 -0.256  -0.285
C -0.542 -3.899 -0.057  -0.709
C 0.054 -4.998 -0.655  -0.501
C 1.183 -4.845 -1.447  -0.659
C 1.718 -3.584 -1.650  -0.594
H 2.602 -3.429 -2.248  0.473
H 1.646 -5.706 -1.902  0.416
H -0.360 -5.983 -0.499  0.414
H -1.416 -4.021 0.564  0.531
H -0.444 -1.763 0.205  0.509
H -0.831 1.036 -3.213  0.441
H -1.044 -0.029 -1.813  0.037
C -1.293 1.209 0.368  0.630
N -2.028 0.300 -0.152  -0.327
C -2.760 -0.382 0.779  -1.003
C -3.634 -1.440 0.501  1.069
C -4.292 -2.012 1.571  -0.864
C -4.120 -1.577 2.891  0.872
C -3.251 -0.532 3.162  -1.129
C -2.578 0.051 2.105  0.958
S -1.427 1.357 2.135  -0.328
H -3.102 -0.180 4.170  0.350
C -4.884 -2.242 3.991  -1.461
H -4.711 -3.316 3.979  0.351
H -4.594 -1.851 4.962  0.362
H -5.952 -2.079 3.856  0.335
H -4.976 -2.827 1.386  0.430
C -3.815 -1.909 -0.906  -1.343
H -4.640 -2.613 -0.973  0.446
H -4.012 -1.062 -1.559  0.335
H -2.908 -2.398 -1.260  0.207
H 0.346 3.953 -0.294  0.698
H -0.567 3.485 1.150  0.533
H 4.024 4.445 0.740  0.388
H 3.538 5.864 -1.269  0.452
H 2.382 4.665 -1.841  0.269
H 4.095 4.269 -1.757  0.283

Entry 2:
The following is a DFT calculation (ωB97M-V/def2-TZVPD) of a gas-phase ion, C24H32NO2 (charge +1).

Calculated values
**E**: -30987.51482 eV
**HOMO level**: -11.336 eV
**Net charge**: +1

Each line ends with the Mulliken charge.
CARTESIAN COORDINATES (ANGSTROEM)
C -1.086 -2.411 -0.817  -1.145
H -0.979 -1.937 -1.791  0.360
C 0.284 -2.699 -0.212  -0.833
C 1.088 -1.445 0.021  0.555
O 0.546 -0.347 0.044  -0.436
C 2.541 -1.610 0.183  0.534
C 3.105 -2.820 0.595  -0.425
C 4.472 -2.972 0.699  -0.945
C 5.308 -1.917 0.368  -0.677
C 4.781 -0.706 -0.042  -0.718
C 3.404 -0.533 -0.118  0.420
O 2.805 0.629 -0.489  -0.108
C 3.575 1.699 -0.999  -0.963
H 4.272 2.070 -0.236  0.513
C 2.580 2.794 -1.379  -0.817
H 1.939 2.428 -2.180  0.276
H 3.138 3.650 -1.758  0.462
C 1.750 3.236 -0.173  -0.687
N 0.567 2.388 0.106  1.096
C -0.547 2.663 -0.828  -1.375
C -1.667 1.642 -0.649  -0.435
H -1.387 0.705 -1.127  -0.082
C -1.983 1.379 0.834  1.460
C -1.395 2.505 1.682  -1.505
C 0.122 2.571 1.522  -0.652
H 0.475 3.540 1.880  0.502
H 0.592 1.787 2.117  0.307
H -1.615 2.336 2.736  0.426
H -1.858 3.454 1.407  0.330
C -3.494 1.248 1.079  -1.701
C -4.061 0.024 0.412  0.515
C -4.699 0.101 -0.818  -0.290
C -5.201 -1.037 -1.425  -0.724
C -5.074 -2.268 -0.806  -0.442
C -4.447 -2.355 0.425  -0.625
C -3.942 -1.217 1.027  -0.187
H -3.462 -1.288 1.993  0.361
H -4.356 -3.310 0.920  0.422
H -5.473 -3.155 -1.275  0.418
H -5.700 -0.961 -2.379  0.418
H -4.825 1.060 -1.301  0.403
H -3.668 1.179 2.155  0.493
H -4.000 2.143 0.713  0.499
H -1.503 0.443 1.134  -0.040
H -2.550 2.021 -1.162  0.578
H -0.902 3.679 -0.640  0.412
H -0.174 2.619 -1.851  0.584
H 0.809 1.367 -0.008  0.026
H 1.391 4.259 -0.319  0.318
H 2.394 3.221 0.709  0.560
H 4.148 1.382 -1.878  0.541
H 5.448 0.102 -0.294  0.384
H 6.378 -2.033 0.432  0.428
H 4.888 -3.910 1.030  0.418
H 2.462 -3.644 0.857  0.431
H 0.157 -3.193 0.756  0.413
H 0.848 -3.374 -0.858  0.481
H -1.667 -1.754 -0.175  -0.024
H -1.639 -3.336 -0.947  0.493

Entry 3:
The following is a DFT calculation (ωB97M-V/def2-TZVPD) of a molecular structure, C24H33ClI2P3Rh in a non-equilibrium geometry.

Calculated values
**Multiplicity**: 5
**<S²>**: 6.017
**E**: -85007.99720 eV
**HOMO level (alpha / beta)**: -13.502 / -14.380 eV
**Net charge**: +2

Each line ends with the Löwdin spin population.
CARTESIAN COORDINATES (ANGSTROEM)
I 0.016 2.657 -2.014  0.972
I 0.105 -2.851 -1.836  0.980
Rh 0.001 -0.080 -1.654  1.082
P -2.315 -0.088 -2.285  0.126
C -3.380 0.023 -0.810  0.049
C -2.927 1.290 -3.325  0.015
H -3.985 1.107 -3.552  0.002
H -3.992 -1.408 -3.412  0.003
H -2.355 1.341 -4.256  0.002
H -2.367 -1.710 -4.097  0.001
H -3.114 0.927 -0.250  0.000
H -2.822 2.237 -2.788  0.003
C -2.932 -1.565 -3.172  0.011
H -4.425 0.081 -1.139  0.010
H -2.822 -2.454 -2.545  0.000
H -3.238 -0.852 -0.164  0.000
P 2.385 -0.077 -2.298  0.176
C 3.481 0.000 -0.838  0.060
C 3.035 -1.545 -3.185  0.026
H 2.430 1.362 -4.264  0.001
H 4.059 1.117 -3.562  0.003
H 2.902 2.248 -2.793  0.000
C 3.002 1.304 -3.333  0.014
H 2.482 -1.698 -4.116  0.002
H 4.095 -1.374 -3.412  0.004
H 4.519 0.041 -1.192  0.012
H 3.331 -0.882 -0.203  0.000
H 2.930 -2.435 -2.559  0.005
H 3.251 0.899 -0.255  0.000
Cl 0.049 -0.171 -4.081  0.085
C -0.468 4.443 2.030  -0.004
C 0.746 3.951 1.548  0.022
C 0.837 2.629 1.113  0.056
C -0.271 1.758 1.214  0.053
C -1.516 2.304 1.568  -0.004
C -1.603 3.627 2.014  0.018
P -0.084 0.031 0.625  0.059
C 1.366 -0.605 1.562  0.022
C 1.630 -1.979 1.448  0.012
C 2.687 -2.574 2.131  0.002
C 3.507 -1.791 2.951  0.003
C 3.229 -0.429 3.107  0.001
C 2.123 0.149 2.474  0.008
C -1.323 -0.878 1.648  0.012
C -1.651 -2.187 1.269  0.031
C -2.537 -2.958 2.018  0.003
C -3.093 -2.422 3.183  0.001
C -2.712 -1.152 3.623  0.000
C -1.768 -0.416 2.892  0.004
H -0.537 5.469 2.387  0.000
H 1.625 4.594 1.486  0.000
H 1.769 2.272 0.687  0.001
H -2.412 1.691 1.538  -0.001
H -2.566 4.010 2.356  0.001
H 0.997 -2.606 0.816  0.016
H 2.854 -3.650 2.039  0.000
H 4.324 -2.252 3.505  0.000
H 3.853 0.189 3.757  0.000
H 1.849 1.173 2.709  0.001
H -1.195 -2.627 0.371  0.035
H -2.769 -3.975 1.697  0.000
H -3.781 -3.022 3.784  0.000
H -3.118 -0.732 4.544  0.000
H -1.392 0.521 3.294  0.000

> What is the formula in the third record?

C24H33ClI2P3Rh

> Which of these has the highest E?

C24H32NO2